Here is a structure of composition C44H51NP2PdSi in a non-equilibrium geometry from the Open Molecules 2025 dataset. Energies are from ωB97M-V with the def2-TZVPD basis set.

XYZ file:
```
100
Properties=species:S:1:pos:R:3:forces:R:3
Pd 0.528922 0.850125 0.870873 0.9 1.9 1.6
C -0.921655 -3.663967 -2.193091 0.4 -0.1 -0.3
C -1.405193 -2.655982 -2.917541 0.3 -0.4 -0.4
C -2.820443 -2.581786 -3.422937 -0.1 -0.1 -0.3
C -3.938621 -3.126705 -2.489796 -0.2 0.3 -0.5
C -3.748918 -3.055969 -0.999406 -0.3 -0.7 0.5
C -3.119871 -3.953010 -0.228138 -1.0 0.0 -0.4
C -2.361404 -5.155104 -0.697210 0.3 -0.3 0.0
C -1.600227 -4.988839 -2.026180 -0.2 -0.3 0.3
C 0.444609 1.687219 2.815879 -0.4 0.0 -0.1
H 0.068718 -3.615310 -1.733052 -0.3 0.1 -0.5
H -0.747856 -1.856440 -3.277223 -0.2 -0.2 0.6
H -2.908615 -3.134041 -4.377790 0.0 0.3 0.2
H -3.048544 -1.531853 -3.658200 0.1 -0.2 0.0
H -4.821939 -2.501908 -2.698693 0.1 -0.4 -0.1
H -4.198139 -4.148456 -2.813142 0.1 0.3 0.3
H -4.343084 -2.267990 -0.524459 0.3 -0.3 0.0
H -3.276350 -3.948598 0.849670 0.1 0.3 -0.3
H -3.038244 -6.020244 -0.803741 0.1 0.2 0.2
H -1.638813 -5.425861 0.089584 -0.2 0.0 -0.2
H -0.810263 -5.759265 -2.031729 -0.3 0.2 -0.2
H -2.273884 -5.196302 -2.867898 0.2 0.1 0.1
H 1.376229 1.473216 3.351930 -0.2 0.0 0.0
H -0.434261 1.368691 3.393767 0.5 0.4 0.2
H 0.361135 2.763108 2.608569 0.0 -0.2 0.2
P 0.290016 0.133016 -1.272785 -2.1 -0.9 0.4
P -1.377358 -0.069578 1.587401 0.0 -0.5 -2.7
C -1.434948 -0.365545 -1.168674 1.5 1.0 -2.4
C -2.045350 -0.616085 0.022896 -1.0 -0.4 2.8
C 0.406730 1.273082 -2.679648 0.2 0.2 -0.5
C -0.544630 1.304670 -3.716579 0.4 0.3 0.1
C -0.443724 2.265440 -4.726458 0.1 -0.1 0.2
C 0.574426 3.223342 -4.695880 0.1 -0.1 0.2
C 1.524855 3.193682 -3.669088 0.0 -0.2 -0.2
C 1.467037 2.195635 -2.697725 -0.4 0.0 0.0
C 1.525935 -1.179889 -1.591947 0.6 -0.4 -0.2
C 1.628721 -2.253237 -0.677239 0.2 0.3 -0.3
C 2.677178 -3.169859 -0.773427 -0.2 0.1 -0.1
C 3.640605 -3.039593 -1.777655 -0.1 0.3 -0.1
C 3.540656 -1.987363 -2.696423 0.0 -0.2 0.2
C 2.484393 -1.074802 -2.614874 -0.1 -0.1 0.3
C -2.727490 0.969698 2.227869 -0.2 0.0 0.6
C -3.069887 2.139482 1.527702 -0.1 0.1 0.4
C -3.999337 3.029501 2.072771 0.1 -0.3 0.0
C -4.637099 2.725693 3.281551 0.1 -0.3 0.1
C -4.371947 1.509446 3.924315 -0.1 0.2 -0.2
C -3.426139 0.626576 3.398525 0.2 0.5 -0.3
C -1.124816 -1.435820 2.757827 -0.2 -0.1 0.7
C -0.094260 -1.429469 3.715562 -0.2 -0.3 -0.2
C 0.110067 -2.551567 4.524376 -0.1 0.0 -0.1
C -0.681827 -3.693528 4.360495 -0.1 0.2 -0.2
C -1.729724 -3.686043 3.430782 0.0 0.2 0.1
C -1.986068 -2.537474 2.677526 0.3 -0.1 0.2
H -2.009703 -0.359134 -2.099748 0.1 -0.3 0.5
H -3.054368 -1.016024 0.089102 0.2 0.3 -0.3
H -1.353673 0.577994 -3.735931 0.1 0.2 0.0
H -1.162191 2.257326 -5.545200 0.1 0.1 0.2
H 0.643908 3.977468 -5.482177 -0.1 -0.2 0.3
H 2.325933 3.933474 -3.629772 -0.2 -0.2 -0.1
H 2.223574 2.136910 -1.914977 -0.2 0.1 -0.2
H 0.866423 -2.368072 0.098879 0.3 0.1 -0.1
H 2.738534 -3.987786 -0.054885 0.0 0.2 -0.2
H 4.463108 -3.754783 -1.847402 -0.2 0.2 0.0
H 4.296128 -1.869567 -3.476204 -0.2 -0.1 0.2
H 2.408754 -0.261262 -3.340208 0.1 -0.3 0.2
H -2.607362 2.351397 0.560431 0.0 -0.1 0.3
H -4.223075 3.962568 1.551204 0.0 -0.3 0.2
H -5.348100 3.428638 3.719296 0.2 -0.2 -0.2
H -4.897221 1.243070 4.842602 0.1 0.1 -0.2
H -3.219870 -0.324554 3.889139 0.0 0.3 0.0
H 0.532047 -0.545445 3.829810 -0.1 -0.3 -0.1
H 0.894701 -2.532754 5.285487 -0.2 0.0 -0.3
H -0.498720 -4.580764 4.969658 0.0 0.3 -0.2
H -2.357470 -4.567916 3.298059 0.1 0.2 0.1
H -2.847209 -2.480277 2.011844 0.4 -0.1 0.1
C 3.526359 -0.201076 1.676310 -0.1 0.0 -0.1
Si 3.711143 1.569731 1.068120 0.2 -0.5 0.2
C 4.360630 2.569163 2.504771 0.2 0.3 0.1
C 4.863951 1.569349 -0.400188 0.2 0.1 -0.2
N 2.160455 2.243927 0.553305 -0.8 0.4 0.1
C 1.873642 3.558427 0.332933 0.5 -0.5 -0.1
C 0.528431 4.002197 0.200680 -0.4 0.3 -0.1
C 0.230082 5.347921 0.011787 0.3 -0.4 0.0
C 1.262091 6.289745 -0.081886 -0.1 0.1 0.0
C 2.594582 5.875901 0.012890 0.2 -0.4 0.0
C 2.907123 4.535194 0.196454 -0.1 0.2 0.1
H 4.437910 -0.468644 2.235716 -0.2 0.1 -0.2
H 3.417224 -0.916861 0.849126 0.0 0.2 0.2
H 2.671225 -0.330334 2.355430 0.2 0.0 -0.2
H 5.286565 2.110339 2.879316 -0.2 0.1 -0.1
H 4.581404 3.605290 2.222940 0.0 -0.2 0.2
H 3.632136 2.592094 3.325222 0.1 0.0 -0.1
H 4.518632 0.874880 -1.180268 0.0 0.1 0.2
H 4.957357 2.567646 -0.848090 0.0 -0.2 0.0
H 5.866006 1.249553 -0.075808 -0.2 0.0 -0.1
H -0.278161 3.264065 0.266710 0.4 0.2 0.0
H -0.809075 5.660699 -0.058623 0.2 0.0 0.0
H 1.029121 7.350032 -0.231243 0.1 -0.5 0.1
H 3.405834 6.597297 -0.054278 -0.2 -0.1 0.0
H 3.951880 4.208822 0.248423 -0.5 0.3 0.0
```
Forces are in eV/Å.

Values from the calculation:
**F_max**: 0.0583 hartree/bohr
**LUMO level (spin up / spin down)**: 0.023 / -0.073 hartree
**Spin multiplicity**: 3
**E_HOMO (spin up / spin down)**: -4.044 / -7.496 eV
**<S²>**: 2.04


Here is a structure of composition C44H52ClGeInN2O4 from the Open Molecules 2025 dataset. Energies are from ωB97M-V with the def2-TZVPD basis set.

XYZ file:
```
105
Properties=species:S:1:pos:R:3:forces:R:3
In -0.320901 -0.484582 -0.196667 0.1 -0.5 -0.1
C -1.553188 -3.056147 1.249664 -0.1 0.0 -0.2
C -1.079030 -2.444017 2.391629 0.0 0.0 0.0
C -2.011865 -1.281826 2.664738 -0.1 0.0 0.1
C -2.944035 -1.280635 1.662263 -0.2 -0.2 -0.1
C -2.698145 -2.366990 0.761525 0.1 0.0 0.2
C -3.511288 -2.731723 -0.448723 -0.1 0.0 0.0
C -4.650613 -3.665582 0.004445 0.0 0.0 0.0
C -2.642948 -3.466149 -1.479528 -0.1 0.0 0.1
C -4.123360 -1.476078 -1.086552 0.0 -0.1 0.1
C -2.030810 -0.243893 3.774833 0.0 0.1 0.0
C -0.849133 0.724917 3.593487 0.0 0.0 -0.1
C -2.033318 -0.890047 5.168829 0.0 -0.1 0.0
C -3.306304 0.607870 3.700608 0.0 -0.1 0.0
C 0.084386 -3.062505 3.160661 0.1 0.0 0.1
C 1.040336 -2.066468 3.831566 -0.1 0.0 -0.1
C -0.498022 -4.023779 4.215015 0.0 0.1 0.1
C 0.958676 -3.897992 2.202636 -0.1 0.0 0.0
H -1.159723 -3.959031 0.806627 0.1 0.1 0.0
H -3.786732 -0.613272 1.583640 0.1 0.1 0.0
H -4.251234 -4.560980 0.484500 0.0 0.0 0.0
H -5.242674 -3.969330 -0.862545 0.0 0.0 0.0
H -5.306396 -3.159525 0.715404 0.0 0.0 0.0
H -2.354309 -4.455028 -1.119138 0.0 0.0 0.0
H -1.730406 -2.906658 -1.699869 0.0 0.0 0.0
H -3.203127 -3.600963 -2.407367 0.0 0.0 0.0
H -4.849217 -1.010357 -0.418440 0.0 0.0 0.0
H -4.643680 -1.744517 -2.008347 0.0 0.0 0.0
H -3.353760 -0.735704 -1.322845 0.0 0.0 0.0
H 0.080616 0.197415 3.395814 0.0 0.0 0.1
H -0.722029 1.341866 4.485374 0.0 0.0 0.0
H -1.039125 1.386156 2.743254 0.0 0.0 0.0
H -1.112494 -1.413219 5.410687 0.0 0.0 0.0
H -2.856381 -1.604981 5.245683 0.0 0.0 0.0
H -2.183881 -0.119681 5.928666 0.0 0.0 0.0
H -3.378426 1.146206 2.754100 0.0 0.0 0.0
H -3.285982 1.346335 4.504719 0.0 0.0 0.0
H -4.200963 -0.005767 3.828772 0.0 0.0 0.0
H 0.567993 -1.453918 4.592604 0.0 0.0 -0.1
H 1.490598 -1.409500 3.080213 0.0 0.0 0.1
H 1.845068 -2.621324 4.317737 0.0 0.0 0.0
H -1.100593 -3.500565 4.957652 0.0 0.0 0.0
H 0.313979 -4.539416 4.735429 0.0 0.0 0.0
H -1.128638 -4.772060 3.732782 0.0 0.0 0.0
H 1.196689 -3.340786 1.292731 0.0 0.0 0.0
H 0.470407 -4.830325 1.914709 0.0 0.1 0.0
H 1.891097 -4.162861 2.703396 0.0 0.0 0.0
C 4.392604 -0.782348 -0.178710 0.0 0.0 0.0
C 4.782507 -0.531459 -1.485385 -0.1 0.0 0.0
C 3.843992 -0.620648 -2.500144 0.1 0.0 0.0
C 2.533050 -0.962625 -2.185848 -0.2 -0.1 -0.1
N 2.168335 -1.227169 -0.931511 -0.1 0.1 0.3
C 3.073208 -1.132368 0.043575 -0.1 -0.1 -0.1
C 1.436861 -0.990420 -3.206524 0.0 0.0 0.1
C 1.690786 -0.836327 -4.562572 0.0 -0.1 -0.1
C 0.631139 -0.792242 -5.455119 0.0 0.0 0.1
C -0.659701 -0.888856 -4.967245 0.0 0.0 -0.1
C -0.828216 -1.044066 -3.602892 0.0 0.0 0.1
N 0.184677 -1.110047 -2.740120 0.0 0.2 -0.1
H 5.093938 -0.706076 0.641324 0.0 0.0 0.0
H 5.804185 -0.256879 -1.714125 0.0 0.0 0.0
H 4.138545 -0.417644 -3.519161 0.0 0.0 0.0
H 2.714174 -1.355469 1.044156 0.0 0.0 0.0
H 2.701473 -0.755590 -4.935657 0.0 0.0 0.0
H 0.816847 -0.671826 -6.514408 0.0 0.0 0.0
H -1.515252 -0.838818 -5.626865 0.0 0.0 0.1
H -1.824628 -1.110199 -3.179688 0.0 0.0 0.0
C 2.848184 1.733238 2.639572 0.0 0.1 0.1
Ge 2.202685 3.323002 1.732337 -0.3 -0.8 -0.3
C 3.624628 3.976056 0.598049 -0.3 0.2 0.1
C 4.433216 4.992294 1.102707 0.0 0.0 0.0
C 5.580925 5.371286 0.419082 0.1 0.0 0.0
C 5.909590 4.751860 -0.777881 0.0 0.0 0.0
C 5.086740 3.758821 -1.295907 0.0 -0.1 0.0
C 3.953296 3.356088 -0.605723 0.2 0.0 0.1
C 0.887769 4.229789 2.815014 0.3 0.1 -0.2
C 0.903659 3.873282 4.139769 0.0 0.1 0.0
C -0.112172 4.307957 5.016409 0.0 0.0 0.1
C -1.165554 5.026576 4.532489 0.0 0.0 -0.1
C -1.223216 5.405369 3.166187 0.0 -0.1 0.0
C -2.330915 6.114168 2.640354 0.0 0.0 0.0
C -2.355136 6.500923 1.332064 0.0 0.0 0.0
C -1.242654 6.247725 0.500137 0.0 0.0 0.0
C -0.168212 5.553786 0.977358 0.1 -0.1 0.0
C -0.151656 5.061286 2.303407 -0.1 0.1 0.1
H 3.584937 2.007843 3.396898 0.0 -0.1 0.0
H 3.328452 1.097535 1.897498 0.0 0.0 0.0
H 2.025998 1.198562 3.110838 0.0 0.0 0.0
H 4.171551 5.490979 2.030717 0.0 0.0 0.0
H 6.216064 6.149025 0.823830 0.0 0.0 0.0
H 6.808185 5.042211 -1.307459 0.0 0.0 0.0
H 5.328005 3.290298 -2.242947 0.0 0.0 0.0
H 3.337005 2.567717 -1.016514 0.0 0.0 0.0
H 1.697626 3.247092 4.532052 -0.1 0.0 0.0
H -0.063956 4.040306 6.064685 0.0 0.0 0.0
H -1.977836 5.319404 5.187629 0.0 0.0 0.0
H -3.162245 6.340943 3.297557 0.0 0.0 0.0
H -3.215402 7.021262 0.931390 0.0 0.0 0.0
H -1.238784 6.613846 -0.518730 0.0 0.0 0.0
H 0.686246 5.371948 0.336889 -0.1 0.1 0.1
O 1.224149 1.567341 -1.733332 -0.2 0.1 0.3
Cl 0.576491 2.543240 -0.904780 -0.1 0.7 -0.5
O 1.038463 3.858338 -1.188022 -0.1 -0.4 0.0
O -0.842855 2.420749 -0.976183 0.4 0.0 0.2
O 0.973289 2.198249 0.538407 0.4 0.5 0.1
```
Forces are in eV/Å.

Values from the calculation:
**Total charge**: +1
**F_max**: 0.0185 hartree/bohr
**LUMO level (spin up / spin down)**: -0.097 / -0.136 hartree
**Spin multiplicity**: 2
**E_HOMO (spin up / spin down)**: -10.314 / -10.589 eV
**<S²>**: 0.77


ΔE to the lowest compared entry with this formula, charge and spin, respectively: 21.1 51.2 kJ/mol.